C11H33O6Y | ωB97M-V with the def2-TZVPD basis set

Structure (XYZ):
```
51
Properties=species:S:1:pos:R:3:forces:R:3
Y 21.04391 16.62874 1.75591 -4.543 4.120 2.505
C 18.99908 18.96377 3.69720 -0.857 0.706 0.918
O 19.56526 18.09146 2.76379 4.098 -4.337 -2.565
H 19.57253 19.89006 3.71202 -0.055 0.041 -0.034
H 17.94310 19.15947 3.47163 0.196 0.112 -0.547
H 18.91637 18.58902 4.72437 0.630 -0.439 -0.177
C 14.58813 20.81016 4.27205 -0.076 1.434 -0.441
C 15.85106 21.42202 4.84624 0.551 0.129 -0.151
O 16.07984 22.77286 4.47671 -0.867 0.108 -0.235
H 14.41606 19.88259 4.80990 -0.206 -0.241 -0.417
H 14.61173 20.76001 3.18058 0.241 -0.642 0.059
H 13.74481 21.49077 4.42151 0.024 -0.128 0.499
H 16.73862 20.91200 4.43026 -0.157 -0.671 0.606
H 15.75070 21.31564 5.93279 0.526 0.018 -0.021
H 16.87420 23.09477 4.90921 0.044 0.004 0.103
C 22.06353 22.09105 3.23071 0.936 0.218 0.092
C 21.33749 22.50638 4.50902 -0.496 -0.352 -0.935
O 19.96523 22.80559 4.17517 0.550 -0.153 0.442
H 21.80629 21.06896 2.92217 -0.191 0.074 -0.052
H 23.15331 22.11497 3.34347 -0.074 -0.194 0.299
H 21.89903 22.78443 2.40649 -0.444 -0.018 0.056
H 21.79024 23.38721 4.95419 -0.172 0.043 0.030
H 21.34810 21.67155 5.21827 0.202 0.204 0.225
H 19.66326 22.00712 3.73466 -0.392 0.197 -0.157
C 15.09414 17.17966 3.21238 0.069 0.166 -0.021
C 15.27354 16.89750 4.67514 -0.196 -0.790 0.797
O 15.28366 15.47860 4.91036 0.253 0.306 -0.360
H 15.84469 16.60391 2.66477 -0.108 0.058 -0.210
H 15.23555 18.24929 3.04267 0.096 -0.009 -0.104
H 14.09774 16.94065 2.84528 0.059 -0.233 0.047
H 14.46198 17.29564 5.28925 0.086 0.460 -0.177
H 16.23190 17.30134 5.02774 -0.061 0.249 0.013
H 15.32743 15.35718 5.86376 -0.097 -0.168 -0.021
C 17.57160 19.51068 -1.79269 -0.647 -0.673 0.194
C 17.64871 19.48806 -0.27633 1.525 1.211 -0.573
O 17.92124 18.14631 0.18077 0.148 -0.008 0.617
H 17.06385 18.58774 -2.08406 -0.122 0.137 -0.206
H 18.53140 19.52005 -2.30564 0.132 0.088 0.242
H 16.97285 20.34618 -2.14780 0.063 0.056 0.027
H 16.81454 19.98703 0.22068 -0.508 -0.763 -0.077
H 18.49772 20.11564 0.03420 0.044 -0.024 -0.016
H 17.93192 18.23587 1.14304 -0.191 -0.306 -0.061
C 20.85498 18.59851 7.18096 0.122 0.459 -1.763
C 21.78484 17.68877 6.34578 -0.520 0.050 2.478
O 21.70793 16.37514 6.88013 0.086 -0.525 -0.700
H 19.81287 18.35144 6.98142 -0.046 -0.218 0.448
H 20.98851 19.61910 6.79798 -0.012 0.054 0.336
H 21.10660 18.56814 8.23478 -0.057 -0.106 0.048
H 22.78385 18.11367 6.47717 0.139 -0.227 -0.753
H 21.42497 17.59420 5.31658 0.230 0.321 -0.341
H 22.34146 16.22695 7.58762 0.045 0.208 0.032
```
Positions in Å, forces in eV/Å.

For the largest force on an atom, the calculation gives 6.63 eV/Å. Its spin multiplicity is 1. For the HOMO energy, the calculation gives -14.043 eV. As for the total charge: +2. As for the HOMO-LUMO gap: 2.4 eV.